CClNO3S | wB97M-V/def2-TZVPD

Structure (ORCA input):
```
! wB97M-V def2-TZVPD RIJCOSX def2/J DEFGRID3
* xyz -2 1
C -2.712 1.372 -0.351
N -2.173 0.593 0.476
O -2.894 1.716 -1.468
O -3.088 1.751 0.915
O 0.448 -3.795 0.198
S 0.072 -2.277 0.259
Cl 10.347 0.641 -0.029
*
```

Calculated values
E_LUMO (alpha / beta) (eV): 2.5 / 2.5
HOMO-LUMO gap (alpha / beta) (eV): 4.40 / 4.41
Energy relative to the best compared isomer or geometry (same formula, charge and spin) (kcal/mol): 102.8
F_max (eV Å⁻¹): 3.6
M (g mol⁻¹): 141.535